This record from OMol25 describes C5H8FO3P as an isolated structure. The level of theory is wB97M-V/def2-TZVPD.

Last column: Löwdin charge in e.
Element x y z (Å)
C (-3.071, 0.846, 0.176)  -0.27
C (1.322, -0.987, -0.274)  -0.38
C (1.057, 0.591, -0.727)  -0.32
C (-2.789, -0.381, 0.226)  -0.36
C (1.801, 1.466, 0.169)  -0.04
O (-3.056, 2.003, 0.178)  0.14
O (-0.376, 0.613, -0.409)  -0.29
O (1.650, -1.091, 0.985)  -0.10
F (-3.440, -1.516, 0.411)  0.00
P (-0.743, -0.857, -0.254)  0.87
H (1.754, -1.764, -0.941)  0.12
H (1.182, 0.587, -1.846)  0.15
H (2.738, 1.526, -0.308)  0.09
H (1.905, 0.916, 1.089)  0.08
H (1.316, 2.376, 0.437)  0.09
H (0.926, -1.579, 1.487)  0.11
H (-1.274, -1.373, -1.481)  0.05
H (-0.902, -1.376, 1.080)  0.05

- LUMO level (eV) = 0.4082
- E_HOMO (Eh) = -0.303
- total energy (Eh) = -862.059383
- Kohn-Sham gap (eV) = 8.661